61
Properties=species:S:1:pos:R:3:forces:R:3:mulliken_spin:R:1 method="wB97M-V/def2-TZVPD" homo_lumo_gap_ha="0.34577 / 0.35167" de_lowest_kj_mol=0.0 spin_multiplicity=3 charge=+1 total_energy_ev=-86386.20404
V -0.050 0.228 0.053 0.1 0.0 0.0 2.114
C -1.039 -5.095 1.040 0.0 0.0 0.0 -0.001
O -1.171 -3.668 1.113 0.0 0.0 0.0 0.001
C -0.179 -2.880 0.729 0.0 0.0 0.0 0.009
O -0.340 -1.662 0.854 0.0 0.0 0.0 0.003
N 0.937 -3.434 0.240 0.1 0.0 0.0 0.004
N 2.069 -2.700 -0.136 0.0 0.0 0.0 0.000
H -1.975 -5.490 1.417 0.0 0.0 0.0 0.000
H -0.222 -5.440 1.673 0.0 0.0 0.0 0.000
H -0.900 -5.418 0.008 0.0 0.0 0.0 0.000
H 1.046 -4.432 0.202 0.0 0.0 0.0 0.001
H 2.351 -2.099 0.629 0.0 0.0 0.0 0.001
H 1.833 -2.098 -0.920 0.0 0.0 0.0 0.003
C 1.646 3.499 -0.718 0.0 0.0 0.0 0.009
P 0.123 2.535 -0.890 0.0 0.1 0.0 -0.042
C -0.238 2.611 -2.673 0.0 0.0 0.0 0.011
C -1.192 3.549 -0.122 0.0 0.0 0.0 -0.006
C -2.494 2.742 -0.049 0.0 0.0 0.0 -0.001
P -2.226 1.175 0.865 0.0 0.0 0.0 -0.049
C -2.308 1.660 2.611 0.0 0.0 0.0 -0.003
C -3.719 0.191 0.584 0.0 0.0 0.0 0.004
H 1.543 4.471 -1.202 0.0 0.0 0.0 -0.001
H 2.465 2.950 -1.183 0.0 0.0 0.0 0.000
H 1.863 3.646 0.340 0.0 0.0 0.0 0.000
H -0.245 3.645 -3.018 0.0 0.0 0.0 -0.001
H -1.204 2.153 -2.883 0.0 0.0 0.0 0.001
H 0.533 2.064 -3.218 0.0 0.0 0.0 0.000
H -1.333 4.481 -0.674 0.0 0.0 0.0 -0.001
H -0.836 3.813 0.878 0.0 0.0 0.0 0.000
H -2.840 2.474 -1.050 0.0 0.0 0.0 0.001
H -3.292 3.316 0.425 0.0 0.0 0.0 -0.002
H -3.285 2.083 2.845 0.0 0.0 0.0 -0.001
H -1.528 2.389 2.824 0.0 0.0 0.0 0.001
H -2.129 0.787 3.238 0.0 0.0 0.0 -0.001
H -4.612 0.748 0.870 0.0 0.0 0.0 -0.002
H -3.658 -0.720 1.180 0.0 0.0 0.0 0.000
H -3.774 -0.086 -0.467 0.0 0.0 0.0 0.001
F 1.130 1.055 7.209 0.0 0.0 0.0 0.000
C 1.218 1.718 6.060 0.0 0.0 0.1 0.001
C 1.946 1.253 5.046 0.0 0.0 0.0 -0.001
N 2.050 1.939 3.848 0.0 0.0 0.0 -0.001
C 2.680 1.332 2.695 0.0 0.0 0.0 0.006
C 1.653 0.808 1.716 -0.1 0.0 -0.1 0.009
O 1.998 0.322 0.604 -0.1 0.1 0.1 -0.020
O 0.422 0.883 1.985 0.1 0.0 0.0 -0.021
C 1.358 3.111 3.623 0.1 0.0 0.1 0.001
O 1.374 3.686 2.550 0.0 0.0 0.0 0.000
N 0.653 3.579 4.705 0.0 0.0 0.0 0.000
C 0.488 2.982 5.961 -0.1 -0.1 0.0 0.000
O -0.203 3.472 6.813 0.0 0.0 0.0 0.000
H 2.488 0.321 5.124 0.0 0.0 0.0 0.000
H 3.328 0.517 3.012 0.0 0.0 0.0 -0.001
H 3.296 2.063 2.173 0.0 0.0 0.0 0.001
H 0.177 4.461 4.569 0.0 0.0 0.0 0.000
C -0.732 -1.152 -3.592 0.0 0.0 0.0 0.000
C -0.480 -0.632 -2.218 0.0 0.0 0.0 0.009
O 0.689 -0.561 -1.729 0.0 0.0 0.0 -0.014
O -1.424 -0.211 -1.483 0.0 0.0 0.0 -0.025
H 0.082 -1.798 -3.911 0.0 0.0 0.0 -0.001
H -0.786 -0.303 -4.277 0.0 0.0 0.0 0.001
H -1.685 -1.674 -3.629 0.0 0.0 0.0 0.000

74
Properties=species:S:1:pos:R:3:forces:R:3:mulliken_spin:R:1 method="wB97M-V/def2-TZVPD" homo_lumo_gap_ha="0.21360 / 0.24098" de_lowest_kj_mol=58.8 spin_multiplicity=2 charge=+1 total_energy_ev=-214273.06963
Ti 0.705 0.594 -0.659 -0.6 -0.1 0.4 0.564
C 5.891 -0.363 1.329 0.0 0.0 0.0 -0.001
C 4.786 -0.771 0.400 0.1 -0.1 0.0 0.002
C 4.948 -1.783 -0.543 -0.1 0.0 0.0 0.010
C 3.893 -2.152 -1.367 0.0 -0.1 0.2 -0.006
C 2.702 -1.488 -1.185 0.0 0.1 -0.1 0.011
Br 1.142 -1.836 -2.214 0.1 0.0 -0.1 0.000
N 2.526 -0.485 -0.331 0.5 -0.1 -0.2 -0.008
C 3.555 -0.135 0.452 -0.1 0.0 0.0 -0.027
H 6.864 -0.650 0.933 0.0 0.0 0.0 0.000
H 5.770 -0.844 2.301 0.0 0.0 0.0 0.000
H 5.889 0.714 1.490 0.0 0.0 0.0 0.000
H 5.903 -2.282 -0.640 0.0 0.0 0.0 0.000
H 3.989 -2.928 -2.111 0.0 0.0 0.0 0.000
H 3.370 0.695 1.124 0.0 0.0 0.0 0.020
C -4.077 2.013 -3.321 0.0 0.0 0.0 0.000
C -2.579 2.019 -3.335 0.1 0.0 -0.1 -0.005
C -1.841 2.572 -4.375 0.0 0.0 0.1 0.005
C -0.455 2.494 -4.379 0.1 0.0 0.0 -0.001
C 0.144 1.860 -3.315 0.0 -0.1 0.0 0.015
Br 2.027 1.643 -3.226 -0.1 0.1 -0.1 0.005
N -0.533 1.338 -2.296 0.0 0.0 -0.2 -0.015
C -1.867 1.412 -2.310 0.0 0.0 0.1 0.026
H -4.482 2.672 -4.086 0.0 0.0 0.0 0.000
H -4.462 2.332 -2.352 0.0 0.0 0.0 0.000
H -4.440 1.001 -3.512 0.0 0.0 0.0 0.000
H -2.349 3.060 -5.197 0.0 0.0 0.0 0.000
H 0.137 2.906 -5.183 0.0 0.0 0.0 0.000
H -2.366 0.947 -1.468 0.0 0.0 0.0 -0.003
S -1.959 -1.595 -3.681 0.1 0.2 0.0 0.000
C -2.562 -3.119 -3.355 0.0 -0.1 -0.1 0.000
N -1.759 -4.216 -3.504 -0.1 0.0 0.0 0.000
C -2.135 -5.497 -3.251 0.0 0.0 0.0 0.000
C -3.389 -5.767 -2.816 0.0 0.0 0.0 0.000
C -4.281 -4.682 -2.654 0.0 0.1 0.0 0.000
C -3.885 -3.403 -2.918 0.0 -0.1 0.0 0.000
H -0.826 -4.031 -3.847 0.0 0.0 0.0 0.000
H -1.381 -6.251 -3.424 0.0 0.0 0.0 0.000
H -3.689 -6.783 -2.613 0.0 0.0 0.0 0.000
H -5.294 -4.869 -2.322 0.0 0.0 0.0 0.000
H -4.560 -2.568 -2.806 0.0 0.0 0.0 0.000
C -1.687 -2.059 0.068 0.0 -0.1 -0.1 -0.004
O -1.195 -0.719 0.014 -0.4 0.2 -0.2 -0.023
C -0.094 -0.364 0.783 0.4 -0.1 0.0 -0.427
C 0.137 -1.116 2.046 -0.1 0.2 0.1 0.014
H -2.075 -2.279 1.062 0.0 0.0 0.0 -0.003
H -0.906 -2.780 -0.188 0.0 0.0 0.0 -0.001
H -2.487 -2.122 -0.665 0.0 0.0 0.0 -0.001
H -0.757 -1.143 2.678 0.0 0.0 0.0 -0.010
H 0.926 -0.631 2.621 0.0 0.0 0.0 -0.011
H 0.442 -2.150 1.843 0.0 0.0 0.0 -0.011
C -1.123 1.409 5.990 0.0 0.0 0.0 -0.005
C -0.427 1.847 4.733 0.0 0.0 0.0 0.084
C 0.952 2.044 4.713 0.0 0.0 0.0 -0.045
C 1.625 2.399 3.558 -0.1 0.0 -0.1 0.128
C 3.117 2.590 3.609 0.0 0.0 0.0 0.000
C 0.903 2.560 2.347 -0.1 0.1 0.3 -0.094
C 1.635 2.807 1.128 0.3 0.4 0.7 0.624
O 1.354 2.185 0.018 -0.3 -0.5 -0.8 0.086
C -0.507 2.455 2.378 0.1 0.0 0.0 0.084
C -1.383 2.924 1.244 0.1 -0.1 -0.1 0.046
C -1.132 2.076 3.559 0.0 0.0 0.0 -0.053
H -0.719 1.920 6.864 0.0 0.0 0.0 0.003
H -0.995 0.336 6.152 0.0 0.0 0.0 0.008
H -2.193 1.611 5.940 0.0 0.0 0.0 0.001
H 1.520 1.902 5.627 0.0 0.0 0.0 0.001
H 3.525 2.179 4.532 0.0 0.0 0.0 0.003
H 3.381 3.651 3.575 0.0 0.0 0.0 0.007
H 3.623 2.111 2.769 0.0 0.0 0.0 0.013
H 2.544 3.398 1.106 0.0 0.1 0.1 -0.004
H -1.695 3.955 1.438 0.0 0.0 0.0 0.001
H -2.285 2.314 1.172 0.0 0.0 0.0 0.001
H -0.880 2.917 0.280 0.0 0.0 0.0 -0.003
H -2.215 1.998 3.571 0.0 0.0 0.0 -0.001